Record 1
39
Properties=species:S:1:pos:R:3:lowdin_charge:R:1 method="wB97M-V/def2-TZVPD" homo_lumo_gap_ev=9.88 e_above_lowest_kj_mol=111.05 homo_energy_ev=-9.5 multiplicity=1 smiles="CC[C@H](C)[C@H](N)C(=O)N[C@@H](CCC(N)=O)C(=O)O"
C 1.277 -1.577 0.312 -0.2794
C -0.095 -1.061 0.856 -0.3887
C 2.392 -0.547 0.408 -0.3177
C 3.822 -1.160 0.578 -0.0674
C 2.346 0.462 -0.820 -0.2219
C 3.223 1.710 -0.677 -0.1189
C -2.443 -0.925 0.324 -0.2273
C -3.460 -1.990 -0.202 -0.4913
C -2.717 0.435 -0.337 -0.1020
C -2.643 1.611 0.653 -0.1147
C -2.133 2.895 0.017 -0.5523
H 0.909 -1.496 -1.717 0.0616
H 0.806 -3.042 -1.069 0.0842
H 1.463 -2.396 0.950 0.1328
H 2.288 0.000 1.361 0.1300
H 4.032 -1.386 1.650 0.0797
H 4.014 -2.127 0.029 0.0872
H 4.613 -0.464 0.258 0.0568
H 1.311 0.810 -0.972 0.0951
H 2.708 -0.077 -1.734 0.1188
H 3.194 2.303 -1.594 0.0658
H 4.286 1.418 -0.606 0.0615
H 2.938 2.381 0.175 0.0846
H -1.174 -2.288 -0.539 0.1194
H -2.693 -0.892 1.389 0.1577
H -3.666 0.419 -0.816 0.1064
H -1.965 0.579 -1.143 0.1413
H -3.677 1.831 0.992 0.1283
H -2.059 1.403 1.539 0.0960
H -0.286 3.731 -0.201 0.0889
H -0.290 2.387 0.801 0.0792
H -4.799 -0.960 0.634 0.1563
N 1.283 -2.139 -1.054 0.0639
N -1.150 -1.519 0.109 0.1084
N -0.744 2.905 0.081 0.1729
O -0.212 -0.212 1.731 0.0581
O -3.121 -2.918 -0.856 0.1360
O -2.819 3.680 -0.551 0.0930
O -4.759 -1.784 0.040 0.1175

---

Record 2
39
Properties=species:S:1:pos:R:3:lowdin_charge:R:1 method="wB97M-V/def2-TZVPD" homo_lumo_gap_ev=9.60 e_above_lowest_kj_mol=15.01 homo_energy_ev=-9.1 multiplicity=1 smiles="CC(C)C[C@H](NC(=O)[C@@H](N)CCC(N)=O)C(=O)O"
C 0.480 2.608 -0.485 -0.3351
C -0.730 1.681 -0.279 -0.4527
C 1.747 1.961 -1.025 -0.1471
C 1.577 1.330 -2.431 -0.0944
C 2.024 -0.114 -2.490 -0.5158
C -1.563 -0.480 0.340 -0.2210
C -1.906 -0.066 1.775 -0.4885
C -1.198 -1.983 0.288 -0.1152
C -0.349 -2.551 1.429 -0.4071
C 1.023 -1.842 1.592 -0.0511
C -0.145 -4.054 1.208 -0.0779
H -0.025 3.780 1.081 0.0704
H 0.952 2.522 1.481 0.0964
H 0.157 3.376 -1.212 0.1540
H 2.514 2.730 -1.022 0.1166
H 2.074 1.185 -0.321 0.1149
H 2.093 1.936 -3.198 0.1163
H 0.505 1.326 -2.732 0.1390
H 2.955 -1.486 -3.694 0.1226
H 2.892 0.154 -4.340 0.0999
H 0.409 -0.085 -0.409 0.0994
H -2.448 -0.321 -0.275 0.1492
H -0.690 -2.156 -0.654 0.1170
H -2.138 -2.573 0.213 0.1268
H -0.897 -2.420 2.370 0.1340
H 1.576 -1.888 0.663 0.0585
H 0.868 -0.769 1.854 0.0784
H 1.574 -2.308 2.370 0.0643
H 0.393 -4.219 0.284 0.0767
H -1.115 -4.561 1.120 0.0780
H 0.387 -4.494 2.056 0.0799
H -3.637 -0.833 1.464 0.1188
N 0.778 3.267 0.783 0.0687
N 2.672 -0.509 -3.619 0.1673
N -0.492 0.352 -0.158 0.1300
O -1.841 2.158 -0.105 0.0676
O 1.780 -0.908 -1.583 0.0116
O -1.173 0.521 2.522 0.1271
O -3.123 -0.472 2.206 0.1222

---

Record 3
40
Properties=species:S:1:pos:R:3:lowdin_charge:R:1 method="wB97M-V/def2-TZVPD" homo_lumo_gap_ev=9.51 e_above_lowest_kj_mol=0.00 homo_energy_ev=-9.0 multiplicity=1
C -1.580 -0.425 0.732 -0.3153
C -1.355 1.090 0.792 -0.3831
C -0.453 -1.079 -0.071 -0.1535
C -0.312 -0.541 -1.501 -0.1784
C 0.752 -1.291 -2.307 -0.2146
C 1.288 -3.573 -3.021 -0.5730
C -0.121 3.036 1.645 -0.1574
C 0.563 3.595 0.388 -0.4618
C 0.727 3.213 2.907 -0.1104
C 0.614 1.879 3.648 -0.1489
C 0.471 0.858 2.520 -0.1337
H -3.624 -0.565 0.810 0.0834
H -3.065 -0.130 -0.605 0.0541
H -1.566 -0.837 1.745 0.1353
H -0.619 -2.161 -0.117 0.1144
H 0.536 -0.933 0.420 0.1177
H -0.046 0.518 -1.502 0.1105
H -1.295 -0.639 -2.014 0.1197
H 1.703 -1.279 -1.786 0.1085
H 0.908 -0.804 -3.283 0.1223
H -0.578 -2.831 -2.837 0.1350
H 3.068 -4.007 -3.526 0.0373
H 0.042 -5.101 -2.617 0.0849
H 1.387 -5.536 -3.549 0.0935
H -1.100 3.498 1.721 0.1599
H 0.392 4.047 3.497 0.1168
H 1.748 3.370 2.556 0.1159
H -0.299 1.810 4.270 0.1203
H 1.506 1.656 4.286 0.1273
H 1.458 0.629 2.089 0.1333
H 0.000 -0.074 2.818 0.1151
H -0.994 3.014 -0.558 0.0832
N -2.874 -0.748 0.150 0.0641
N 0.363 -2.685 -2.477 0.0077
N 2.507 -3.202 -3.218 0.1043
N 0.717 -4.808 -3.307 0.1026
N -0.352 1.578 1.545 0.0199
O -2.048 1.839 0.088 0.0301
O 1.659 4.127 0.410 0.0978
O -0.130 3.492 -0.742 0.1154